No. 1
DFT (ωB97M-V with the def2-TZVPD basis set) results for one molecule with the formula C19H24Cl2N2O6S.

Positions of all 54 atoms, in Å:
C: -1.053 -3.060 -2.666
C: -0.163 -3.427 -1.489
O: -0.967 -3.672 -0.327
C: -0.836 -2.883 0.729
O: -0.009 -2.009 0.838
C: -1.829 -3.259 1.824
C: -1.849 -2.182 2.910
C: -2.235 -0.823 2.295
N: -2.969 -1.027 1.068
C: -2.642 -0.508 -0.131
O: -3.149 -0.874 -1.175
C: -1.621 0.596 -0.134
C: -0.444 0.425 -0.848
C: 0.501 1.429 -0.933
S: 2.033 1.013 -1.802
O: 1.763 -0.152 -2.586
O: 2.562 2.173 -2.446
N: 3.104 0.560 -0.623
C: 2.840 -0.691 0.053
C: 4.131 -1.150 0.734
O: 4.628 -0.162 1.608
C: 4.893 1.037 0.919
C: 3.623 1.580 0.258
C: 0.256 2.657 -0.336
Cl: 1.383 3.940 -0.459
C: -0.934 2.868 0.351
C: -1.856 1.839 0.455
Cl: -3.327 2.127 1.298
C: -3.945 -2.093 1.137
C: -3.245 -3.457 1.264
H: -1.734 -2.255 -2.395
H: -0.432 -2.731 -3.494
H: -1.644 -3.917 -2.978
H: 0.548 -2.626 -1.266
H: 0.387 -4.352 -1.684
H: -1.474 -4.206 2.243
H: -0.867 -2.099 3.374
H: -2.567 -2.475 3.676
H: -2.850 -0.251 2.999
H: -1.334 -0.251 2.073
H: -0.245 -0.498 -1.364
H: 2.530 -1.408 -0.705
H: 2.042 -0.583 0.800
H: 3.947 -2.034 1.344
H: 4.884 -1.378 -0.035
H: 5.272 1.741 1.661
H: 5.656 0.866 0.146
H: 3.845 2.459 -0.346
H: 2.892 1.837 1.040
H: -1.134 3.829 0.797
H: -4.581 -1.901 2.006
H: -4.553 -2.050 0.233
H: -3.182 -3.945 0.293
H: -3.818 -4.101 1.933

Values from the calculation:
2S+1: 1
SMILES: CCOC(=O)C1CCN(C(=O)c2cc(S(=O)(=O)N3CCOCC3)c(Cl)cc2Cl)CC1
Lowest unoccupied orbital energy (hartree): 0.0098
HOMO level (eV): -9.402



No. 2
DFT (ωB97M-V with the def2-TZVPD basis set) results for one molecule with the formula C20H24N2O3.

Positions of all 49 atoms, in Å:
C: -1.348 2.030 2.466
C: -0.940 0.605 2.244
C: -1.835 -0.311 1.709
C: -1.473 -1.624 1.454
C: -0.179 -2.047 1.730
O: 0.333 -3.292 1.487
C: -0.371 -4.221 0.696
C: -0.171 -4.014 -0.818
C: -0.963 -2.815 -1.313
O: -2.151 -2.946 -1.559
N: -0.339 -1.623 -1.475
C: 1.020 -1.282 -1.111
C: 1.617 -0.331 -2.160
N: 0.809 0.858 -2.323
C: 0.878 1.865 -1.353
C: 1.783 1.837 -0.288
C: 1.859 2.870 0.624
C: 1.027 3.975 0.513
O: 1.114 4.963 1.453
C: 0.141 4.033 -0.553
C: 0.074 3.003 -1.469
C: -0.503 0.447 -2.790
C: -1.168 -0.462 -1.756
C: 0.716 -1.143 2.306
C: 0.339 0.161 2.556
H: -1.667 2.481 1.527
H: -2.183 2.084 3.165
H: -0.521 2.612 2.863
H: -2.842 0.004 1.476
H: -2.205 -2.287 1.023
H: -1.440 -4.230 0.929
H: 0.052 -5.191 0.976
H: 0.892 -3.958 -1.041
H: -0.590 -4.888 -1.319
H: 1.639 -2.173 -1.033
H: 1.014 -0.776 -0.137
H: 2.637 -0.060 -1.889
H: 1.650 -0.836 -3.131
H: 2.452 1.004 -0.146
H: 2.563 2.828 1.440
H: 0.494 5.669 1.235
H: -0.503 4.896 -0.673
H: -0.611 3.105 -2.296
H: -1.141 1.308 -2.975
H: -0.371 -0.090 -3.734
H: -2.133 -0.827 -2.111
H: -1.315 0.104 -0.826
H: 1.712 -1.488 2.538
H: 1.053 0.847 2.987

Values from the calculation:
2S+1: 1
SMILES: Cc1ccc(OCCC(=O)N2CCN(c3ccc(O)cc3)CC2)cc1
Energy above the lowest of the compared OMol25 structures with the same formula, charge and spin (kJ/mol): 181.4
Lowest unoccupied orbital energy (hartree): 0.0266
HOMO level (eV): -7.450



No. 3
DFT (ωB97M-V with the def2-TZVPD basis set) results for C8H29Li2N10O8 as an isolated structure.

Positions of all 57 atoms, in Å:
Li: -0.252 2.949 -0.026
Li: 2.238 1.902 0.593
C: 0.376 -0.217 -0.020
O: 0.558 1.134 -0.272
H: 0.882 -0.845 -0.775
H: 0.886 -0.561 0.905
H: -0.675 -0.500 0.102
C: -2.586 2.292 -2.287
C: -2.527 0.778 -2.071
O: -3.715 0.107 -2.391
O: -1.329 2.857 -1.848
H: -3.401 2.872 -1.860
H: -2.670 2.454 -3.368
H: -2.210 0.651 -1.027
H: -1.754 0.391 -2.732
H: -4.422 0.438 -1.825
H: -0.727 2.673 -2.575
C: -2.432 1.525 3.344
O: -1.810 2.434 2.789
N: -2.155 0.206 3.085
N: -3.423 1.779 4.237
H: -2.669 -0.525 3.538
H: -1.431 0.095 2.401
H: -3.491 2.737 4.529
H: -3.867 1.065 4.786
C: -5.061 -1.063 1.900
O: -5.502 -0.376 2.808
N: -5.107 -2.430 1.924
N: -4.291 -0.505 0.901
H: -5.675 -2.864 2.627
H: -4.733 -2.966 1.163
H: -4.139 0.483 0.920
H: -3.899 -1.117 0.209
C: 3.974 -2.948 -1.623
O: 4.975 -3.635 -1.691
N: 2.986 -3.019 -2.585
N: 3.728 -2.041 -0.618
H: 3.176 -3.585 -3.390
H: 2.251 -2.338 -2.653
H: 4.419 -1.928 0.095
H: 2.803 -1.670 -0.517
C: 3.437 0.170 2.844
O: 2.576 0.936 2.376
N: 4.348 0.620 3.741
N: 3.471 -1.156 2.563
H: 4.268 1.506 4.205
H: 5.003 -0.031 4.141
H: 4.295 -1.692 2.773
H: 2.741 -1.578 2.019
C: 3.218 0.472 -3.586
O: 4.094 0.565 -2.741
N: 1.904 0.283 -3.229
N: 3.456 0.733 -4.912
H: 1.237 0.154 -3.970
H: 1.576 0.370 -2.285
H: 2.683 0.965 -5.506
H: 4.397 0.994 -5.136

Values from the calculation:
2S+1: 1
Lowest unoccupied orbital energy (hartree): -0.1325
HOMO level (eV): -11.684
Charge: +1



No. 4
DFT (ωB97M-V with the def2-TZVPD basis set) results for an isolated ion of composition C3H6NO3 and charge +1.

Positions of all 13 atoms, in Å:
O: -2.633 -1.010 0.913
C: -2.771 -0.067 0.294
O: -3.789 0.481 -0.210
O: -1.379 0.708 -0.253
C: -0.036 0.539 -0.266
C: 0.712 -0.200 0.689
N: 0.335 -0.916 -0.563
H: -3.800 1.137 -0.941
H: 0.514 1.311 -0.861
H: 1.767 0.135 0.717
H: 0.493 -0.789 1.495
H: 0.939 -1.353 -1.252
H: -0.338 -1.688 -0.502

Values from the calculation:
2S+1: 1
SMILES: O=C(O)O[C@H]1C[NH2+]1
Energy above the lowest of the compared OMol25 structures with the same formula, charge and spin (kJ/mol): 265.0
Lowest unoccupied orbital energy (hartree): -0.1220
HOMO level (eV): -15.478
Charge: +1



No. 5
DFT (ωB97M-V with the def2-TZVPD basis set) results for an isolated ion of composition C6H11IN and charge +1.

Positions of all 19 atoms, in Å:
C: -1.298 0.838 0.923
C: -0.514 1.463 0.120
C: -1.301 -0.722 1.216
C: 0.151 -1.324 1.037
C: 0.987 -0.660 -0.047
C: -0.111 2.451 -0.743
N: 1.002 -1.321 -1.340
I: 3.058 0.032 0.205
H: -1.970 1.470 1.484
H: -1.577 -0.979 2.267
H: -1.994 -1.271 0.500
H: 0.866 -1.274 1.897
H: -0.015 -2.464 0.773
H: 0.912 2.729 -0.776
H: -0.763 3.327 -0.514
H: -0.310 2.046 -1.712
H: 1.753 -0.986 -1.979
H: 0.093 -1.067 -1.889
H: 1.031 -2.287 -1.421

Values from the calculation:
2S+1: 1
Energy above the lowest of the compared OMol25 structures with the same formula, charge and spin (kJ/mol): 396.6
Lowest unoccupied orbital energy (spin up / spin down) (hartree): -0.1512 / -0.1514
HOMO level (spin up / spin down) (eV): -11.707 / -11.705
Charge: +1



No. 6
DFT (ωB97M-V with the def2-TZVPD basis set) results for one molecule with the formula C5H11N3O.

Positions of all 20 atoms, in Å:
H: 0.639 -2.728 -1.099
N: 0.428 -1.770 -0.830
C: 1.372 -1.192 -0.205
N: 2.573 -1.746 0.124
C: 1.198 0.201 0.256
O: 2.399 0.806 0.563
C: 0.035 0.842 0.395
C: -1.336 0.310 0.070
C: -2.406 1.175 0.733
N: -1.589 0.251 -1.366
H: 2.835 -2.633 -0.272
H: 3.301 -1.151 0.480
H: 2.230 1.705 0.868
H: 0.068 1.873 0.734
H: -1.414 -0.721 0.431
H: -2.275 1.187 1.812
H: -2.350 2.195 0.359
H: -3.389 0.779 0.498
H: -1.298 1.119 -1.806
H: -1.023 -0.503 -1.745

Values from the calculation:
2S+1: 1
SMILES: [H]/N=C(N)/C(O)=C\[C@@H](C)N
Energy above the lowest of the compared OMol25 structures with the same formula, charge and spin (kJ/mol): 90.5
Lowest unoccupied orbital energy (hartree): 0.0263
HOMO level (eV): -8.389



| no. | maximum force (eV/Å) |
| --- | --- |
| 1 | 0.97 |
| 2 | 0.53 |
| 3 | 1.95 |
| 4 | 4.02 |
| 5 | 5.23 |
| 6 | 0.88 |